No. 1
55
Properties=species:S:1:pos:R:3 method="wB97M-V/def2-TZVPD" orbital_gap_ha=0.3553 spin_multiplicity=1 max_force_ev_per_a=11.67 smiles="CNC(=O)[C@@H](CCCNC(N)=[NH2+])NC(=O)[C@@H](CC(C)C)NC(C)=O" total_energy_ha=-1144.19608 charge=+1
O -2.3377 -1.0242 -0.5573
O -0.3841 1.2883 -1.8874
O 3.2860 -0.2427 0.8986
N 4.4381 0.6946 -0.6547
N -2.5469 1.1401 0.0976
N 1.0152 0.4949 -0.2679
N -0.4470 -2.9720 -0.7761
N -0.3407 -4.8753 -1.6644
N -2.2076 -3.8244 -1.9889
C -1.0733 -3.9561 -1.3480
C 5.5314 1.0668 0.3167
C -1.3281 3.6293 1.9515
C -0.2218 1.0273 -0.7385
C -4.4526 -0.1791 -0.4504
C 2.0976 -2.5865 -0.8498
C -0.8776 2.9930 0.6315
C -3.0017 -0.0187 -0.3119
C -1.1642 1.4186 0.3585
C 2.1729 0.0277 -1.1178
C 1.9564 -1.3823 -1.8087
C -0.4849 3.1610 3.1729
C 0.8940 -2.9798 0.0166
C 3.3687 0.1368 -0.2918
C -2.8265 3.4791 2.2841
H 6.5674 0.7460 0.0744
H -0.8522 3.7739 4.0661
H -0.7445 2.1770 3.4720
H 0.6165 3.0639 3.1369
H 2.6266 -1.3275 -2.5891
H 1.1581 0.3997 0.7221
H 1.0450 -3.9493 0.5621
H -2.5123 -4.5911 -2.5707
H -3.4705 4.0536 1.5670
H -1.1897 3.5675 -0.2511
H -2.9904 2.4266 2.1885
H 1.0471 -1.3481 -2.3828
H 0.2507 2.9696 0.6779
H 2.2387 -3.4795 -1.5071
H -1.0666 4.7079 1.8490
H -4.9191 0.3049 0.4309
H 0.7247 -4.8678 -1.4098
H -0.9769 -2.1255 -0.6969
H 4.5137 1.0101 -1.5977
H -2.7069 -2.9108 -1.8135
H -4.9169 0.2677 -1.3215
H -3.1715 1.9161 0.0676
H -3.1135 3.8991 3.2501
H -0.7700 -5.6999 -2.1085
H 5.4468 2.1550 0.4760
H 3.0629 -2.5886 -0.3317
H -0.8239 0.8459 1.2198
H -4.6640 -1.1896 -0.4860
H 5.4247 0.8251 1.4572
H 0.7840 -2.2925 0.8302
H 2.3161 0.7443 -1.9959

***

No. 2
104
Properties=species:S:1:pos:R:3 method="wB97M-V/def2-TZVPD" orbital_gap_ha=0.3622 spin_multiplicity=1 max_force_ev_per_a=1.25 total_energy_ha=-1824.27239 charge=+1
O -1.1454 -1.6294 -1.7061
N -0.9567 6.9414 1.9279
N -4.6810 1.2086 -1.9929
N -0.4077 -4.7487 2.8675
N -0.4136 -2.4049 3.4905
N 1.0850 -5.6270 -2.8807
N -2.2377 -5.2689 6.0181
N 1.0952 -3.7957 0.8407
N 2.9797 5.5421 -1.7572
N 0.2992 1.2393 2.7936
C -0.3012 -2.7567 -1.7738
C 1.9512 -4.9039 -3.0940
C -3.9051 1.1883 -2.8390
C 0.3701 2.3321 2.4464
C 5.1736 6.0942 -0.4517
C 0.4215 -3.5672 3.2381
C -0.3358 -3.6502 0.6229
C -0.1968 3.9319 0.6379
C -2.8947 1.1523 -3.8928
C 4.4044 5.1842 1.7931
C -1.0935 9.2338 -0.7018
C -4.2462 -6.8901 5.6244
C -0.5367 7.6022 1.0877
C -0.8204 -0.7006 -0.6732
C -3.7781 -7.2402 3.1500
C -3.1248 -5.9781 5.8424
C -0.7165 -3.8670 -0.8207
C 3.9409 5.7913 -1.1800
C 0.5228 3.1843 -0.4739
C 0.0002 8.4315 0.0104
C -2.0720 -0.4914 0.1729
C 1.5284 -3.4239 2.1926
C 0.4553 3.7239 2.0051
C 5.4433 5.1026 0.6825
C 4.2592 -5.5016 -5.0249
C -3.9374 -7.8984 4.5149
C 3.5963 -4.1477 -4.7980
C 3.0513 -3.9822 -3.3751
C -2.0824 8.3482 -1.4518
C -2.2097 3.6027 -3.7037
C -1.0273 -4.6797 1.4899
C -1.7600 2.1471 -3.6383
H -0.6125 9.9139 -1.4064
H 0.2071 -5.5622 2.9114
H -2.9145 -0.7445 -0.4581
H 4.3241 -3.3550 -4.9775
H 2.3173 -4.1203 2.4745
H 5.0702 -5.6659 -4.3132
H 5.1141 7.1102 -0.0579
H 0.0646 3.3986 -1.4393
H -0.2132 -4.7746 -1.1450
H -3.3681 1.3555 -4.8549
H 0.5251 7.7922 -0.7035
H -2.0540 -4.3478 1.6015
H -3.0303 -8.4513 4.7638
H -0.1972 4.9966 0.4176
H 0.4727 2.1051 -0.3083
H 0.9227 -3.7932 4.1740
H -2.8089 8.9580 -1.9875
H 1.5046 4.0177 1.9735
H -1.0473 -5.6644 1.0381
H 0.0396 -1.5536 3.1704
H -0.0307 4.3624 2.7454
H -1.2421 3.6183 0.6731
H -1.5689 7.7187 -2.1814
H 4.6785 -5.5549 -6.0285
H -2.6638 3.8296 -4.6696
H -4.7483 -8.6255 4.4706
H 2.7900 -4.0076 -5.5195
H -2.1104 -1.1618 1.0287
H -0.4092 -3.1488 -2.7801
H 4.6558 4.5025 2.6055
H -4.4547 -7.4145 6.5579
H 1.6076 -3.2844 0.1336
H -3.6009 -7.9933 2.3829
H 1.5722 3.4770 -0.5322
H 6.4300 5.3157 1.0960
H -1.6285 9.8517 0.0209
H -2.1961 0.5302 0.5133
H -1.7816 -4.0320 -0.9612
H 3.8476 -4.1433 -2.6458
H 3.5433 -6.3183 -4.9205
H -2.6331 7.6994 -0.7686
H -2.4914 0.1387 -3.9442
H -1.3583 4.2707 -3.5689
H -0.4764 0.2550 -1.0651
H 0.7529 -2.4857 -1.6796
H -4.6711 -6.6792 2.8705
H -1.3006 -2.4762 3.0031
H 5.4792 4.0871 0.2842
H -0.7065 -2.6819 0.9560
H -2.9379 3.8294 -2.9230
H 3.4152 4.9132 1.4215
H -5.1380 -6.3111 5.3794
H -1.3114 1.9495 -2.6626
H 2.6904 -2.9609 -3.2352
H -2.9277 -6.5515 3.1431
H 6.0016 6.0781 -1.1622
H 0.7424 9.1095 0.4353
H -0.9831 1.9815 -4.3870
H -0.0056 -1.0888 -0.0665
H -1.1638 -4.8706 3.5512
H 1.9649 -2.4301 2.2598
H 4.3479 6.1923 2.2069

***

No. 3
6
Properties=species:S:1:pos:R:3 method="wB97M-V/def2-TZVPD" orbital_gap_ha="0.2588 / 0.3516" spin_multiplicity=1 max_force_ev_per_a=1.38 total_energy_ha=-3103.20349
Br -2.2287 -1.2125 -0.1636
S -0.0183 0.2647 -0.0484
O -0.4918 1.4926 -0.5718
N 0.5245 0.3778 1.3321
H 1.0848 -0.7134 -2.4056
H 1.1294 -0.2092 1.8573

***

No. 4
14
Properties=species:S:1:pos:R:3 method="wB97M-V/def2-TZVPD" orbital_gap_ha="0.2528 / 0.3175" spin_multiplicity=1 max_force_ev_per_a=2.54 total_energy_ha=-1115.90991
S 2.8670 0.8541 -0.5721
S 4.6073 0.7356 0.4347
N 1.7414 -1.2652 0.6892
N 0.6458 -1.4642 0.3541
N -0.3686 -0.7315 -0.1632
C -1.7331 0.9253 -0.4336
C -2.5588 -0.2318 -0.2809
C -0.4174 0.6244 -0.3646
C -1.6674 -1.2769 -0.1163
H -3.6235 -0.2808 -0.3740
H 0.3301 1.3517 -0.4274
H -1.7793 -2.2935 0.4370
H 4.0048 1.1487 1.5251
H -2.0482 1.9040 -0.7079

***

No. 5
14
Properties=species:S:1:pos:R:3 method="wB97M-V/def2-TZVPD" orbital_gap_ha=0.3835 spin_multiplicity=1 max_force_ev_per_a=0.38 smiles="[H]/N=C/NC(=O)NC" total_energy_ha=-358.04431
O -0.7670 0.9584 -0.9619
N -0.6319 -1.1980 -0.2196
N 1.1012 0.2779 0.1774
N 2.5885 1.7706 1.0933
C 1.6478 1.5481 0.2703
C -2.0380 -1.4970 -0.3902
C -0.1587 0.0733 -0.3864
H 1.1772 2.2576 -0.4127
H 2.8785 2.7437 1.0347
H 1.4645 -0.3789 0.8554
H -2.2137 -2.2172 -1.1956
H -2.5434 -0.5625 -0.6384
H -2.4573 -1.8930 0.5416
H -0.0476 -1.8830 0.2322

***

No. 6
84
Properties=species:S:1:pos:R:3 method="wB97M-V/def2-TZVPD" orbital_gap_ha=0.3470 spin_multiplicity=1 max_force_ev_per_a=4.54 smiles=COCCNCCOC.CC(C)O.CC(C)O.CC(C)O.CC(C)O.CO.CO total_energy_ha=-1451.44307
O 2.3814 -4.6863 7.5194
O 5.2915 -1.6850 -3.6660
O 0.3558 1.4005 -7.5620
O -5.2246 0.5366 2.5441
O -0.0949 -1.3298 -0.0274
O -1.9739 -0.9834 7.0440
O -0.4691 -2.6214 -6.3708
O -0.8345 7.8304 3.2292
N 1.6773 -2.2544 -4.3447
C 0.9348 7.5972 1.8177
C -7.2476 0.0141 1.4162
C 3.9541 -1.4298 -3.4753
C -0.5957 -3.0196 -5.0029
C -0.9233 2.9216 -6.1818
C 3.0784 -2.6376 -3.9833
C -2.8600 -1.3507 8.0955
C -7.2009 0.9028 3.8823
C 3.7245 -4.2320 7.4319
C -0.8138 5.7568 1.9794
C -1.7297 -2.2761 -6.9664
C 0.7665 -3.4477 -4.5511
C -6.5302 0.0046 2.7865
C 0.7690 -0.8276 0.9072
C -0.0267 6.8069 2.7342
C 3.8270 -3.8542 6.0695
C 1.4470 3.4740 -7.1682
C 0.0205 2.7570 -7.3606
C 4.3873 -5.5527 7.8615
C 6.2826 -0.7809 -3.1754
H 3.7878 -0.6058 -4.1692
H 4.0536 -5.6590 8.8937
H -0.4519 0.8900 -7.4687
H -0.9998 -2.2267 -4.3736
H -2.0593 -1.4031 -6.4032
H 1.1410 -4.1483 -5.2974
H -7.3997 1.0723 1.2037
H 1.6708 -1.4390 0.8748
H 1.3536 4.5379 -6.9498
H -1.3223 -3.8321 -4.9985
H 1.5392 6.9082 1.2278
H -6.9567 1.9614 3.7932
H -1.2790 5.1962 2.7902
H -3.3671 -2.2453 7.7341
H 0.3505 -0.5540 1.8757
H 1.6328 8.2070 2.3914
H 3.2582 -2.9672 5.7903
H 4.8726 -3.6880 5.8105
H -0.1930 5.0758 1.3970
H -0.3280 3.1799 -8.3028
H -1.6012 7.3095 3.4793
H -1.9574 2.6024 -6.3116
H 1.8529 -4.3847 6.7769
H -8.2742 -0.3054 1.5955
H -1.7597 -1.9353 -8.0013
H 6.4925 0.1535 -3.6958
H -8.2801 0.7595 3.9362
H 3.7467 -1.0638 -2.4697
H 1.1484 0.0314 0.3537
H 4.0060 -3.4803 8.1693
H -6.3329 -0.9883 3.1906
H -0.6466 2.3459 -5.2986
H 4.2370 -6.3613 7.1462
H -6.7197 -0.6079 0.6934
H 3.5370 -4.5946 5.3240
H 3.5495 -3.1437 -4.8260
H 3.0453 -3.5047 -3.3236
H -2.3213 -1.7076 8.9733
H 0.5079 8.2888 1.0914
H -4.7955 0.0662 1.8256
H -0.8261 3.9837 -5.9571
H -3.6151 -0.5977 8.3210
H -1.5605 6.2200 1.3344
H -6.7427 0.6105 4.8271
H 5.4668 -5.4029 7.8794
H 2.0834 3.3187 -8.0394
H -2.4843 -3.0626 -6.9778
H 1.9370 3.0653 -6.2845
H -2.4194 -0.2925 6.5483
H 7.3002 -1.1422 -3.3237
H 0.5914 6.4225 3.5455
H 0.3290 -1.5119 -0.8693
H 1.7316 -1.7520 -5.2193
H 0.8453 -4.0071 -3.6189
H 6.2529 -0.6256 -2.0969